1.
Below is an isolated molecule of C2H3FS in a non-equilibrium geometry, with properties calculated with the ωB97M-V functional and the def2-TZVPD basis.

Properties
Total charge: 0
Max |F|: 2.993 eV/Å
M: 78.1 g mol⁻¹
HOMO energy: -9.075 eV
Relative energy (zero: lowest compared OMol25 entry of this formula, charge and spin): 74.3 kJ/mol
Frontier orbital gap: 8.5 eV

CARTESIAN COORDINATES (ANGSTROEM)
C  -0.609  0.230  -0.357
C  0.724  -0.030  0.448
H  -0.348  0.358  -1.382
H  -1.312  1.061  0.035
H  0.623  -0.198  1.605
F  -1.225  -0.962  -0.110
S  2.147  -0.460  -0.239

Cartesian forces (eV/Å) of the 2 atoms listed first:
C 0.9 1.1 2.6
C 0.3 -0.4 1.0


2.
Below is a cluster of 2 separate species, C2H3FS2 in total in a non-equilibrium geometry, with properties calculated with the ωB97M-V functional and the def2-TZVPD basis.

Properties
Total charge: 0
Max |F|: 2.586 eV/Å
M: 110.2 g mol⁻¹
HOMO energy: -9.409 eV
Relative energy (zero: lowest compared OMol25 entry of this formula, charge and spin): 323.1 kJ/mol
Frontier orbital gap: 8.8 eV

CARTESIAN COORDINATES (ANGSTROEM)
C  -1.394  0.288  0.400
C  -2.035  -0.706  0.370
F  0.730  0.502  -1.610
S  1.800  -1.244  0.540
S  2.135  0.206  -0.626
H  -0.961  1.225  0.276
H  1.900  1.492  0.196
H  -2.176  -1.763  0.454

Cartesian forces (eV/Å) of the 2 atoms listed first:
C -0.1 1.1 -0.2
C 0.1 -2.3 0.4


3.
Below is a structure of composition C2H3I3O in a non-equilibrium geometry, with properties calculated with the ωB97M-V functional and the def2-TZVPD basis.

Properties
Total charge: 0
Max |F|: 3.377 eV/Å
M: 423.8 g mol⁻¹
HOMO energy: -9.283 eV
Relative energy (zero: lowest compared OMol25 entry of this formula, charge and spin): 74.2 kJ/mol
Frontier orbital gap: 8.0 eV

CARTESIAN COORDINATES (ANGSTROEM)
C  1.324  0.019  -0.133
C  -1.113  -0.037  0.017
O  0.014  -0.147  -0.675
I  -2.614  -0.058  -1.543
I  -1.187  -1.969  1.192
I  -1.274  1.763  1.332
H  1.732  -0.904  0.157
H  1.205  0.874  0.600
H  1.912  0.460  -0.947

Cartesian forces (eV/Å) of the 2 atoms listed first:
C -1.0 3.2 -0.2
C 0.1 -0.9 0.3


4.
Below is a cluster of 2 separate species, C2H3I3O in total in a non-equilibrium geometry, with properties calculated with the ωB97M-V functional and the def2-TZVPD basis.

Properties
Total charge: 0
Max |F|: 3.111 eV/Å
M: 423.8 g mol⁻¹
HOMO energy: -9.067 eV
Relative energy (zero: lowest compared OMol25 entry of this formula, charge and spin): 16.5 kJ/mol
Frontier orbital gap: 7.2 eV

CARTESIAN COORDINATES (ANGSTROEM)
C  -2.154  -0.752  -0.303
C  -1.045  -0.043  -0.249
O  -1.009  1.250  0.047
I  3.913  1.656  0.583
I  4.883  -0.759  1.122
I  0.895  -0.790  -0.705
H  -3.153  -0.432  -0.162
H  -2.172  -1.779  -0.783
H  -0.157  1.647  0.450

Cartesian forces (eV/Å) of the 2 atoms listed first:
C 0.2 -2.6 -1.7
C 0.9 -0.3 0.1


5.
Below is the ion C2H3IN with charge +1 in a non-equilibrium geometry, with properties calculated with the ωB97M-V functional and the def2-TZVPD basis.

Properties
Total charge: +1
Max |F|: 3.240 eV/Å
M: 168.0 g mol⁻¹
HOMO energy: -14.806 eV
Relative energy (zero: lowest compared OMol25 entry of this formula, charge and spin): 67.2 kJ/mol
Frontier orbital gap: 8.6 eV

CARTESIAN COORDINATES (ANGSTROEM)
C  0.042  0.628  -0.402
C  -0.460  -1.734  0.071
N  -0.267  -0.537  -0.155
I  -1.515  -2.891  -1.390
H  1.180  0.754  -0.530
H  -0.806  1.221  -0.499
H  -0.402  -2.315  1.080

Cartesian forces (eV/Å) of the 2 atoms listed first:
C 3.1 -0.7 -0.4
C -1.6 -2.6 0.7


6.
Below is a cluster of 2 separate species, C2H3IN in total in a non-equilibrium geometry, with properties calculated with the ωB97M-V functional and the def2-TZVPD basis.

Properties
Total charge: +1
Max |F|: 2.406 eV/Å
M: 168.0 g mol⁻¹
HOMO energy (spin up / spin down): -12.971 / -16.345 eV
Spin multiplicity: 3
Relative energy (zero: lowest compared OMol25 entry of this formula, charge and spin): 34.9 kJ/mol
Frontier orbital gap (spin up / spin down): 8.4 / 6.9 eV

CARTESIAN COORDINATES (ANGSTROEM)
C  -0.016  -1.118  0.616
C  0.112  1.830  -0.788
N  -0.128  0.735  -0.559
I  -0.654  -2.784  -0.366
H  0.934  -0.704  0.417
H  -0.570  -0.840  1.544
H  0.322  2.880  -0.863

Cartesian forces (eV/Å) of the 2 atoms listed first:
C -1.2 -0.8 1.9
C 0.0 0.3 0.5


7.
Below is a cluster of 2 separate species, C2H3IN2O2 in total in a non-equilibrium geometry, with properties calculated with the ωB97M-V functional and the def2-TZVPD basis.

Properties
Total charge: 0
Max |F|: 3.513 eV/Å
M: 214.0 g mol⁻¹
HOMO energy (spin up / spin down): -8.032 / -8.698 eV
Relative energy (zero: lowest compared OMol25 entry of this formula, charge and spin): 723.5 kJ/mol
Frontier orbital gap (spin up / spin down): 7.6 / 7.5 eV

CARTESIAN COORDINATES (ANGSTROEM)
C  1.718  -1.319  0.457
C  0.882  0.472  1.330
N  -1.356  0.472  0.789
N  -0.143  0.938  0.599
O  -2.203  0.811  -0.071
O  1.589  -2.029  -0.489
I  2.768  1.407  1.180
H  2.721  -1.280  0.955
H  -1.453  -0.470  1.162
H  -0.233  1.662  -0.043

Cartesian forces (eV/Å) of the 2 atoms listed first:
C 0.9 -0.3 -1.0
C 0.5 -1.8 -1.1


8.
Below is the ion C2H3INO2 with charge +1 in a non-equilibrium geometry, with properties calculated with the ωB97M-V functional and the def2-TZVPD basis.

Properties
Total charge: +1
Max |F|: 9.789 eV/Å
M: 200.0 g mol⁻¹
HOMO energy (spin up / spin down): -14.998 / -14.998 eV
Relative energy (zero: lowest compared OMol25 entry of this formula, charge and spin): 274.1 kJ/mol
Frontier orbital gap (spin up / spin down): 6.2 / 6.2 eV

CARTESIAN COORDINATES (ANGSTROEM)
C  1.142  -0.443  -0.158
C  -1.177  0.182  0.118
N  0.161  0.613  -0.084
O  0.750  -1.762  -0.191
O  0.587  1.748  -0.166
I  3.147  0.062  -0.053
H  -1.905  0.860  -0.279
H  -1.412  -0.340  1.143
H  -1.292  -0.919  -0.330

Cartesian forces (eV/Å) of the 2 atoms listed first:
C 0.6 -9.8 0.0
C -1.6 -3.7 0.3


9.
Below is a structure of composition C2H3IrLiO2 in a non-equilibrium geometry, with properties calculated with the ωB97M-V functional and the def2-TZVPD basis.

Properties
Total charge: +2
Max |F|: 5.399 eV/Å
M: 258.2 g mol⁻¹
HOMO energy (spin up / spin down): -16.798 / -20.707 eV
Spin multiplicity: 6
Relative energy (zero: lowest compared OMol25 entry of this formula, charge and spin): 187.4 kJ/mol
Frontier orbital gap (spin up / spin down): 5.8 / 7.5 eV

CARTESIAN COORDINATES (ANGSTROEM)
H  -1.534  -0.368  -0.581
O  1.741  0.492  -0.841
C  1.043  -0.587  -0.554
C  -0.287  -0.417  0.053
O  -0.446  0.754  0.773
Li  -2.180  1.113  1.278
Ir  0.984  1.828  0.251
H  1.311  -1.538  -1.030
H  -0.633  -1.276  0.651

Cartesian forces (eV/Å) of the 2 atoms listed first:
H 2.6 -0.1 0.2
O 1.0 1.0 -1.2


10.
Below is a structure of composition C2H3LiMgO2 in a non-equilibrium geometry, with properties calculated with the ωB97M-V functional and the def2-TZVPD basis.

Properties
Total charge: +1
Max |F|: 2.048 eV/Å
M: 90.3 g mol⁻¹
HOMO energy (spin up / spin down): -11.542 / -12.038 eV
Spin multiplicity: 2
Relative energy (zero: lowest compared OMol25 entry of this formula, charge and spin): 316.1 kJ/mol
Frontier orbital gap (spin up / spin down): 6.0 / 7.2 eV

CARTESIAN COORDINATES (ANGSTROEM)
H  -3.473  0.373  -1.226
O  -1.908  0.580  0.103
C  -0.807  0.042  -0.154
C  0.419  0.429  0.422
O  1.517  -0.280  0.251
Li  1.245  -2.001  -0.449
Mg  3.310  0.288  0.936
H  -0.762  -0.763  -0.927
H  0.459  1.333  1.044

Cartesian forces (eV/Å) of the 2 atoms listed first:
H -0.3 -0.1 -0.3
O 2.0 -0.6 -0.1


Which of these has the lowest relative energy (zero: lowest compared OMol25 entry of this formula, charge and spin)? number 4